# C26H27BrN7O3ReS2

C26H27BrN7O3ReS2 as an isolated structure at a distorted geometry (the ωB97M-V functional and the def2-TZVPD basis, the Open Molecules 2025 dataset).

Values from the calculation:
- 2S+1: 4
- Largest force on an atom: 0.0215 Eh/bohr
- Orbital gap (spin up / spin down): 6.39 / 4.10 eV
- M: 815.8 g/mol
- ΔE to the lowest compared entry with this formula, charge and spin: 90.8 kJ/mol
- Total charge: +3

Each line ends with the Mulliken spin population.
Geometry (Å):
Re (-0.74249, 0.06209, 0.68093)  2.53
C (-2.33074, -2.58355, 1.72433)  0.00
O (-1.45066, -1.97485, 0.72933)  0.04
C (-0.67667, -2.84570, -0.03987)  -0.01
C (-1.11647, -4.09066, -0.44934)  0.01
C (-0.28981, -4.84082, -1.28142)  0.00
Br (-0.86628, -6.53702, -1.84903)  0.00
C (0.93092, -4.34449, -1.70907)  0.00
C (1.38527, -3.10036, -1.27983)  0.01
C (0.58047, -2.36983, -0.41136)  0.02
O (0.95074, -1.09186, 0.04764)  0.01
C (2.60273, -2.52310, -1.83658)  0.00
N (2.92884, -2.62913, -3.09036)  0.00
C (4.07194, -1.88876, -3.24818)  0.00
C (4.85227, -1.69820, -4.39714)  0.00
C (5.99818, -0.94809, -4.25653)  0.00
C (6.36774, -0.39915, -3.01717)  0.00
C (5.59402, -0.56801, -1.87050)  0.00
C (4.43970, -1.30613, -2.01578)  0.00
N (3.43679, -1.67362, -1.10495)  0.00
H (-1.78542, -3.37367, 2.23521)  0.00
H (-3.21393, -2.97304, 1.22429)  0.00
H (-2.59008, -1.78867, 2.41817)  -0.01
H (-2.07514, -4.48831, -0.15124)  0.00
H (1.54232, -4.91660, -2.39285)  0.00
H (1.69605, -0.75874, -0.50795)  0.01
H (4.56801, -2.14076, -5.34047)  0.00
H (6.64020, -0.78505, -5.11041)  0.00
H (7.28624, 0.16862, -2.95518)  0.00
H (5.89797, -0.15280, -0.91918)  0.00
H (3.66492, -1.88416, -0.13937)  0.00
O (-0.19197, -0.27978, 2.59151)  0.07
N (0.65034, 0.56391, 3.22078)  0.04
C (1.01392, 0.24354, 4.47881)  0.01
C (1.85358, 1.07429, 5.17593)  0.01
C (2.31511, 2.23957, 4.56506)  0.00
C (1.92886, 2.54092, 3.27433)  0.02
C (1.07698, 1.68105, 2.58708)  0.02
S (0.55169, 1.97117, 0.93725)  0.10
H (0.59896, -0.68000, 4.85418)  0.00
H (2.14171, 0.81184, 6.18326)  0.00
H (2.97651, 2.90711, 5.09954)  0.00
H (2.27743, 3.43558, 2.77771)  0.00
C (-6.12114, 1.09727, 1.56745)  0.00
N (-4.67146, 1.19050, 1.71550)  0.01
C (-4.01054, 1.88277, 2.69402)  0.00
C (-2.68112, 1.67863, 2.48939)  0.02
N (-2.52485, 0.87182, 1.38198)  -0.06
C (-3.75747, 0.59650, 0.94655)  0.02
H (-6.57713, 1.94124, 2.07705)  0.00
H (-6.48056, 0.17034, 2.00976)  0.00
H (-6.38013, 1.13523, 0.51269)  0.00
H (-4.53528, 2.45056, 3.44245)  0.00
H (-1.83970, 2.05503, 3.04333)  0.01
H (-3.98878, -0.00666, 0.08252)  0.00
S (-1.21279, 0.36014, -1.64747)  0.04
C (-1.57294, 2.01310, -1.96860)  0.02
N (-1.52746, 3.02316, -1.11415)  0.03
C (-1.79685, 4.30835, -1.77909)  0.00
C (-2.22178, 3.86392, -3.19310)  0.00
N (-1.94068, 2.42206, -3.16866)  0.02
H (-1.23023, 2.92498, -0.15627)  0.01
H (-0.89218, 4.91561, -1.79131)  0.00
H (-2.58385, 4.84869, -1.25827)  0.00
H (-1.63636, 4.34821, -3.97093)  0.00
H (-3.28044, 4.03618, -3.38287)  0.00
H (-2.02703, 1.80763, -3.96358)  0.00

# C26H27CsN2O9

C26H27CsN2O9 as an isolated structure (the ωB97M-V functional and the def2-TZVPD basis, the Open Molecules 2025 dataset).

Values from the calculation:
- Largest force on an atom: 0.0070 Eh/bohr
- Orbital gap (spin up / spin down): 4.40 / 4.15 eV
- M: 644.4 g/mol
- ΔE to the lowest compared entry with this formula, charge and spin: 0.0 kJ/mol
- Total charge: -2

Each line ends with the Mulliken charge.
Geometry (Å):
Cs (0.18080, -1.73888, -0.48643)  1.12
C (-2.65140, 1.60191, 3.22409)  -1.55
C (-2.82205, 0.94883, 1.87651)  0.90
C (-2.52200, 1.62935, 0.69937)  -0.30
C (-2.69980, 1.02822, -0.54055)  -0.04
C (-3.21656, -0.25795, -0.61828)  -0.55
C (-3.49711, -0.95148, 0.54892)  -0.31
C (-3.28696, -0.35898, 1.78545)  -0.28
H (-2.23034, 0.90049, 3.94617)  0.31
H (-3.61544, 1.94327, 3.61151)  0.42
H (-1.99197, 2.46832, 3.16672)  0.33
H (-2.11042, 2.63234, 0.75298)  0.23
H (-2.39594, 1.54576, -1.44067)  0.10
H (-3.33817, -0.73382, -1.58299)  0.27
H (-3.83369, -1.97847, 0.50215)  0.26
H (-3.46726, -0.92571, 2.69244)  0.31
C (0.69809, 3.04958, -3.95702)  -1.64
C (0.19475, 1.65020, -3.56490)  1.01
O (0.00373, 1.46436, -2.36997)  -0.51
C (-0.01439, 0.67402, -4.62678)  0.60
C (0.26703, 1.04292, -5.95955)  -0.54
C (0.10704, 0.20157, -7.03124)  -0.80
C (-0.35974, -1.10940, -6.78512)  -0.25
C (-0.65074, -1.52016, -5.51985)  -0.74
C (-0.51554, -0.66522, -4.35302)  0.09
O (-0.84090, -1.09853, -3.22624)  -0.62
H (0.80832, 3.61587, -3.03469)  0.30
H (-0.01015, 3.56040, -4.61306)  0.37
H (1.65991, 3.00659, -4.47091)  0.43
H (0.63129, 2.04358, -6.15895)  0.24
H (0.34022, 0.53291, -8.03554)  0.34
H (-0.48654, -1.79909, -7.61474)  0.33
H (-1.00584, -2.52575, -5.32513)  0.37
O (-0.59647, -6.33838, 4.66363)  -0.64
C (-0.67399, -5.38609, 3.91497)  0.51
C (-0.13688, -4.00470, 4.18074)  0.26
O (0.41665, -3.63875, 5.19843)  -0.67
C (-0.44926, -3.12890, 2.99201)  0.43
C (-1.28273, -3.94356, 2.04300)  0.51
O (-1.87701, -3.54629, 1.05785)  -0.60
C (-1.35704, -5.35396, 2.57391)  0.24
O (-1.91582, -6.28333, 2.02914)  -0.64
O (-0.13009, -1.96153, 2.87329)  -0.58
O (3.10412, -2.41597, -0.49143)  -0.45
O (2.54883, -3.57396, -0.16405)  -0.50
C (2.65893, -0.03466, 1.69443)  -0.25
C (3.58352, 0.91090, 2.50769)  -0.68
N (3.02176, 2.26960, 2.55896)  -0.25
C (1.69332, 2.19612, 3.17618)  -1.01
C (0.76651, 1.25365, 2.36112)  0.60
N (1.49375, 0.71658, 1.21313)  0.16
C (1.93751, 1.82310, 0.36949)  -0.49
C (2.86914, 2.76118, 1.18476)  -0.75
H (2.29538, -0.86107, 2.30746)  0.15
H (3.16527, -0.48286, 0.83843)  0.30
H (4.57888, 0.97615, 2.06079)  0.30
H (3.70590, 0.56154, 3.53601)  0.31
H (1.28876, 3.21233, 3.22338)  0.41
H (1.81730, 1.84229, 4.20307)  0.34
H (-0.10199, 1.79054, 1.97846)  -0.56
H (0.40950, 0.41541, 2.95937)  0.07
H (1.05499, 2.34474, -0.00578)  0.16
H (2.44814, 1.40472, -0.49980)  0.46
H (2.46945, 3.77891, 1.23250)  0.34
H (3.86542, 2.81924, 0.73819)  0.28

The highest total charge belongs to which entry?
C26H27BrN7O3ReS2

Which value of total charge does entry 1 give?
+3